1.
ORCA calculation (wB97M-V/def2-TZVPD) on a structure of composition C13H24N4O5S2Sr.

Geometry as XYZ:
```
49
Properties=species:S:1:pos:R:3
O -0.67 -1.64 -2.69
H -1.64 -1.63 -2.74
Sr 0.29 -1.30 -0.17
N 2.43 0.17 -0.13
N 0.29 1.30 0.17
O 3.50 -0.44 -0.59
O -0.96 1.95 0.19
C 2.57 1.48 0.19
C 1.34 2.14 0.33
C 3.88 2.17 0.27
C 1.28 3.61 0.58
H 4.69 1.48 0.04
H 4.05 2.53 1.29
H 3.94 3.03 -0.43
H 0.27 4.01 0.74
H 1.78 4.16 -0.24
H 1.91 3.86 1.46
H 2.77 -1.53 -1.35
H -1.60 1.35 0.80
O 0.18 -1.12 2.52
H 0.25 -1.73 3.28
H -0.12 -0.27 2.91
C -0.18 0.33 -4.21
H -0.18 -0.13 -5.20
H 0.63 0.14 -3.51
H -0.88 1.10 -3.87
O 1.95 -2.15 -1.56
H -0.43 -1.73 -3.64
H 2.08 -2.69 -2.36
C -3.27 0.10 -3.29
C -3.53 -0.51 -1.96
N -2.96 -0.19 -0.84
C -3.60 -0.75 0.27
C -4.58 -1.67 -0.08
S -4.74 -1.81 -1.80
C -3.28 -0.33 1.62
C -3.87 -0.79 2.80
S -3.38 0.15 4.16
C -2.32 1.07 3.11
N -2.39 0.70 1.85
C -1.53 2.21 3.63
H -4.11 -0.10 -3.96
H -3.10 1.18 -3.18
H -2.39 -0.32 -3.78
H -5.17 -2.23 0.62
H -4.60 -1.59 2.86
H -2.20 2.89 4.17
H -0.77 1.85 4.34
H -1.04 2.75 2.81
```

F_max: 4.18 eV/Å
Lowest unoccupied orbital energy (spin up / spin down): -0.7 / -0.7 eV
Energy: -52569.2407 eV
HOMO-LUMO gap (spin up / spin down): 0.1123 / 0.1120 Eh
E_HOMO (spin up / spin down): -3.74 / -3.73 eV

Atomic partial charges in e from the Löwdin method, atoms 1 to 8:
1. O -0.231
2. H -0.008
3. Sr 1.526
4. N -0.158
5. N -0.107
6. O -0.209
7. O -0.174
8. C -0.317



2.
ORCA calculation (wB97M-V/def2-TZVPD) on a structure of composition C45H37IrN3OP2S4.

Geometry as XYZ:
```
93
Properties=species:S:1:pos:R:3
Ir -0.57 2.84 0.49
C -2.48 3.84 -2.34
C -0.99 3.83 -2.47
C -0.43 4.38 -3.62
C 0.92 4.30 -3.85
C 1.70 3.58 -2.96
C 1.11 3.03 -1.84
N -0.20 3.26 -1.54
C 1.88 2.05 -0.98
C 3.47 2.15 -0.99
C 4.13 1.49 0.24
C 3.11 0.84 1.26
C 1.76 1.41 1.33
N 1.23 1.95 0.29
C 0.90 1.38 2.53
C 1.24 0.59 3.59
C 0.38 0.52 4.69
C -0.75 1.28 4.66
C -1.07 2.07 3.55
C -2.34 2.85 3.60
N -0.26 2.11 2.48
H -2.91 3.80 -3.34
H -2.83 4.74 -1.84
H -2.83 2.98 -1.76
H -1.09 4.86 -4.33
H 1.36 4.75 -4.73
H 2.75 3.43 -3.14
H 3.91 3.13 -1.18
H 4.90 2.14 0.65
H 3.55 0.70 2.25
H 2.14 0.00 3.57
H 0.61 -0.12 5.53
H -1.45 1.27 5.49
H -2.77 2.80 4.60
H -3.06 2.44 2.89
H -2.18 3.89 3.32
O -7.41 2.59 0.53
C -6.22 2.66 0.51
S -5.16 1.23 0.28
C -3.67 2.12 0.41
C -3.71 3.43 0.62
S -2.26 4.43 0.75
S -5.30 4.16 0.74
S -2.13 1.24 0.26
C 1.75 -3.37 -0.42
P 1.05 -1.69 -0.69
C 0.22 -1.80 -2.32
C -0.73 -0.82 -2.59
C -1.43 -0.81 -3.79
C -1.21 -1.80 -4.73
C -0.28 -2.80 -4.46
C 0.42 -2.80 -3.27
C 2.48 -0.56 -0.94
C 3.25 -0.43 0.40
C 4.52 0.05 -0.20
C 4.06 -0.24 -1.62
C 3.49 1.08 -2.11
C 2.09 0.71 -1.73
P 0.63 -4.50 0.55
C -1.00 -3.87 -0.01
C -1.54 -4.50 -1.13
C -2.75 -4.07 -1.67
C -3.44 -3.03 -1.07
C -2.93 -2.41 0.06
C -1.71 -2.82 0.58
C 0.77 -3.84 2.26
C 1.95 -3.31 2.77
C 2.08 -3.00 4.12
C 1.02 -3.21 4.99
C -0.17 -3.74 4.50
C -0.28 -4.07 3.15
H 2.71 -3.29 0.09
H 1.97 -3.87 -1.36
H -0.95 -0.06 -1.85
H -2.17 -0.04 -3.97
H -1.76 -1.81 -5.66
H -0.11 -3.59 -5.19
H 1.13 -3.60 -3.10
H 3.28 -1.38 0.94
H 5.46 -0.35 0.19
H 4.61 -0.90 -2.27
H 3.66 1.41 -3.13
H 1.41 0.48 -2.54
H -1.02 -5.33 -1.57
H -3.14 -4.56 -2.55
H -4.39 -2.71 -1.48
H -3.47 -1.61 0.53
H -1.30 -2.31 1.44
H 2.81 -3.16 2.13
H 3.02 -2.62 4.50
H 1.12 -2.98 6.04
H -1.00 -3.93 5.16
H -1.20 -4.51 2.79
```

F_max: 1.65 eV/Å
Lowest unoccupied orbital energy: -4.3 eV
Energy: -118534.9755 eV
Charge: +1
HOMO-LUMO gap: 0.1909 Eh
E_HOMO: -9.52 eV

Atomic partial charges in e from the Löwdin method, atoms 1 to 8:
1. Ir 0.900
2. C -0.051
3. C -0.270
4. C 0.000
5. C -0.007
6. C 0.008
7. C -0.156
8. N -0.002



3.
ORCA calculation (wB97M-V/def2-TZVPD) on a structure of composition C30H29ClN7O10SW.

Geometry as XYZ:
```
79
Properties=species:S:1:pos:R:3
W 0.43 1.47 0.73
C 0.38 -2.19 2.20
C -0.06 -0.97 2.92
N 0.00 0.27 2.47
C -0.42 1.10 3.50
C -0.76 0.34 4.57
N -0.51 -0.96 4.19
C -1.25 0.65 5.93
O -1.41 1.92 6.23
O -1.48 -0.24 6.71
C -0.44 2.55 3.24
O -0.75 3.36 4.09
O -0.20 2.84 2.00
H 1.22 -1.93 1.55
H -0.43 -2.54 1.56
H 0.66 -2.97 2.89
H -0.67 -1.75 4.79
H -1.17 2.54 5.48
O 2.11 0.63 0.77
N 2.16 1.85 1.66
N 2.24 2.97 0.79
O 1.27 2.93 -0.20
C 3.03 4.09 1.00
C 4.07 4.04 1.93
C 4.92 5.13 2.05
C 4.75 6.26 1.26
C 3.68 6.31 0.36
C 2.82 5.23 0.23
H 4.19 3.15 2.53
H 5.73 5.09 2.76
H 5.43 7.09 1.35
H 3.53 7.19 -0.24
H 1.99 5.26 -0.46
Cl -1.53 1.49 -0.52
S 1.30 0.67 -2.34
C 2.51 -0.50 -2.52
N 3.29 -1.35 -2.64
C 3.21 -4.81 -3.18
C 1.73 -4.57 -3.37
C 1.14 -4.92 -4.58
C -0.20 -4.64 -4.81
C -0.95 -4.00 -3.84
C -0.38 -3.67 -2.62
N -1.08 -2.97 -1.60
C -2.28 -2.31 -1.82
C -3.36 -3.05 -2.32
C -4.52 -2.45 -2.74
C -4.63 -1.07 -2.71
C -3.63 -0.32 -2.13
C -2.45 -0.91 -1.60
C -1.45 -0.12 -0.74
O -0.60 1.81 -1.58
O -0.49 -0.77 -0.28
C 0.97 -3.96 -2.37
C 1.59 -3.54 -1.07
H 3.64 -5.23 -4.08
H 3.40 -5.51 -2.36
H 3.71 -3.87 -2.96
H 1.73 -5.40 -5.35
H -0.65 -4.88 -5.76
H -1.97 -3.73 -4.06
H -0.46 -2.43 -1.01
H -3.27 -4.13 -2.34
H -5.32 -3.06 -3.13
H -5.50 -0.58 -3.12
H -3.76 0.75 -2.09
H 0.96 -3.86 -0.23
H 1.70 -2.45 -1.03
H 2.58 -3.97 -0.93
N -2.41 1.43 0.69
C -3.34 2.07 1.53
C -3.43 3.71 1.19
O -4.34 4.24 1.80
O -2.61 4.13 0.35
H -2.17 0.07 1.16
H -1.66 2.77 -0.35
H -2.57 1.53 -1.33
H -3.14 1.94 2.60
H -4.34 1.71 1.29
```

F_max: 12.99 eV/Å
Expectation value of S²: 2.022
Lowest unoccupied orbital energy (spin up / spin down): 0.8 / -0.2 eV
Multiplicity: 3
Energy: -87651.6383 eV
Charge: -1
HOMO-LUMO gap (spin up / spin down): 0.2145 / 0.1698 Eh
E_HOMO (spin up / spin down): -5.00 / -4.81 eV

Atomic partial charges in e from the Löwdin method, atoms 1 to 8:
1. W 1.652
2. C 0.017
3. C -0.298
4. N 0.015
5. C -0.109
6. C -0.061
7. N 0.202
8. C -0.480



4.
ORCA calculation (wB97M-V/def2-TZVPD) on the molecule C4H8N2.

Geometry as XYZ:
```
14
Properties=species:S:1:pos:R:3
C 0.52 0.15 1.69
C -0.23 -1.19 -0.12
N -0.96 -0.32 -0.84
C -0.25 0.66 -1.62
C 0.89 1.23 -0.79
N 1.32 0.92 0.30
H -0.57 0.13 1.80
H 0.89 0.96 2.33
H 0.97 -0.78 2.03
H 0.65 -1.60 -0.60
H -0.75 -1.79 0.62
H -1.76 0.05 -0.33
H -0.94 1.42 -1.99
H 0.21 0.16 -2.49
```

F_max: 0.67 eV/Å
Lowest unoccupied orbital energy (spin up / spin down): 0.7 / 0.4 eV
Energy: -7252.5627 eV
HOMO-LUMO gap (spin up / spin down): 0.2768 / 0.2563 Eh
E_HOMO (spin up / spin down): -6.85 / -6.61 eV

Atomic partial charges in e from the Löwdin method, atoms 1 to 8:
1. C -0.098
2. C -0.089
3. N -0.080
4. C -0.224
5. C -0.169
6. N 0.022
7. H 0.031
8. H 0.041



5.
ORCA calculation (wB97M-V/def2-TZVPD) on the molecule C4H7NO2.

Geometry as XYZ:
```
14
Properties=species:S:1:pos:R:3
H -1.66 0.00 0.01
N -1.18 -0.88 0.13
C 0.09 -0.84 0.15
C 0.72 -2.19 0.19
O 0.92 0.24 0.18
C 0.26 1.48 0.39
C -0.45 1.97 -0.86
O -1.28 2.84 -0.86
H 1.65 -2.31 0.76
H -0.12 -2.74 0.58
H 0.87 -2.56 -0.83
H -0.47 1.42 1.21
H 1.03 2.21 0.66
H -0.12 1.47 -1.79
```

F_max: 0.84 eV/Å
Lowest unoccupied orbital energy: 0.8 eV
Energy: -9845.4839 eV
HOMO-LUMO gap: 0.4034 Eh
E_HOMO: -10.21 eV
SMILES: [H]/N=C(/C)OCC=O

Atomic partial charges in e from the Löwdin method, atoms 1 to 8:
1. H 0.042
2. N 0.157
3. C -0.496
4. C -0.017
5. O -0.030
6. C -0.149
7. C -0.239
8. O 0.064